(1)
Density functional theory data (ωB97M-V/def2-TZVPD) for C21H47NO2SScSi2 as an isolated structure at a distorted geometry.

Properties
HOMO level (alpha / beta) = -9.41 / -9.41 eV
frontier orbital gap (alpha / beta) = 5.978 / 5.983 eV
net charge = +1
F_max = 0.0668 Eh/bohr

```
75
C21H47NO2SScSi2, DFT ωB97M-V/def2-TZVPD
O -0.9095 -0.2186 -1.7827
O -3.8933 1.1810 -1.6187
C -0.6421 1.2421 -1.6463
C 0.6115 1.6659 -2.3728
H -0.5877 1.4514 -0.5653
H -1.5423 1.7324 -2.0268
H 1.4407 1.7425 -1.6670
H 0.4721 2.6789 -2.7709
H 0.9086 0.9872 -3.1866
C -1.1480 -0.7041 -3.1596
C -1.7387 0.3314 -4.1065
H -1.8129 -1.5601 -3.0558
H -0.1807 -1.0640 -3.5414
H -2.6921 0.7513 -3.7466
H -1.9022 -0.1583 -5.0827
H -1.0299 1.1488 -4.2886
C -4.2868 -0.0755 -1.0810
C -4.0072 2.2555 -0.7024
C -4.6500 -0.9990 -2.2184
H -5.1700 0.0412 -0.4306
H -3.4676 -0.5205 -0.4778
H -5.5443 -0.6400 -2.7406
H -4.8759 -2.0025 -1.8480
H -3.8440 -1.0688 -2.9527
C -4.3697 3.5156 -1.4660
H -3.0372 2.3775 -0.1930
H -4.7808 2.0528 0.0557
H -3.6041 3.7487 -2.2174
H -4.4401 4.3530 -0.7661
H -5.3455 3.4037 -1.9651
H 2.7581 1.1537 1.6391
Sc 0.0558 -1.2923 -0.4673
C 2.6540 1.9689 2.2957
Si 0.9161 1.8548 3.1157
H 3.4519 2.0669 3.0452
H 2.7321 2.8643 1.6768
C 0.4548 3.6226 3.4588
C 1.1567 0.9208 4.7136
C -0.5762 1.1080 2.2136
C 3.0004 -0.0461 -0.3119
Si 3.0301 -1.6969 -1.1910
H 3.9035 0.1372 0.2945
H 2.6901 0.9153 -0.7454
C 3.9465 -1.4296 -2.7992
C 1.4779 -2.7429 -1.7195
C 3.9134 -2.8224 0.0397
H -0.6003 1.3693 1.1519
H -1.4845 1.5330 2.6646
H -0.6445 0.0222 2.3342
H 1.3240 4.2697 3.2704
H 0.1528 3.6832 4.5143
H -0.3836 3.9248 2.8167
H 2.2207 0.7918 4.9443
H 0.6784 -0.0632 4.7061
H 0.6812 1.5320 5.4931
H 1.3891 -2.6580 -2.8138
H 0.4026 -2.9051 -1.3363
H 1.8796 -3.7492 -1.5083
H 4.1963 -3.7834 -0.4089
H 3.3401 -3.0481 0.9507
H 4.8300 -2.3179 0.3685
H 4.3294 -2.3532 -3.2530
H 4.7943 -0.7754 -2.5617
H 3.3129 -0.9041 -3.5279
S -1.4132 -2.8897 0.6592
C -0.1709 -2.6826 1.8384
C -0.0573 -3.4012 3.0455
C 1.0769 -3.2383 3.8384
C 2.0512 -2.3083 3.4465
C 1.8885 -1.5653 2.2819
N 0.7820 -1.7384 1.5098
H -0.8423 -4.1178 3.2732
H 1.1970 -3.8263 4.7584
H 2.9530 -2.1603 4.0365
H 2.6212 -0.8719 1.8709
```


(2)
Density functional theory data (ωB97M-V/def2-TZVPD) for C21H48AlCl28O3P2 as an isolated structure at a distorted geometry.

Properties
HOMO level = -3.75 eV
frontier orbital gap = 5.535 eV
net charge = -1
F_max = 0.0933 Eh/bohr

```
103
C21H48AlCl28O3P2, DFT ωB97M-V/def2-TZVPD
C -3.8470 -1.0206 1.9824
C -2.7274 0.1796 1.6704
P -1.7033 -0.4977 0.1590
C -1.0859 0.9757 -0.8867
Al 0.0408 -1.6790 1.1615
C 1.1200 -0.6012 2.5366
C 2.0450 0.5980 1.9097
C 3.0455 0.1361 0.6904
C 1.1640 1.9259 1.4785
P -1.0042 -3.4085 2.3975
O -2.3685 -3.8896 1.6949
O -1.2911 -2.7230 4.0057
O 0.1123 -4.7456 2.3991
H -3.9035 -1.7771 1.0623
H -4.9286 -0.5551 2.1039
H -3.5724 -1.6347 2.9400
H -2.0231 0.3732 2.6007
H -3.3222 1.1327 1.3434
H -1.7202 1.0669 -1.8899
H -1.2118 1.9558 -0.2171
H 0.0483 0.8946 -1.1635
H 0.9270 -2.3769 0.0508
H 1.8458 -1.3680 3.0865
H 0.3757 -0.1781 3.3496
H 2.7573 0.9636 2.7952
H 2.4617 -0.0365 -0.3362
H 3.7518 1.0743 0.4759
H 3.7714 -0.7480 0.9594
H 1.4540 2.1588 0.3538
H 0.0233 1.6230 1.5986
H 1.3356 2.8533 2.1725
H -2.2642 -2.8215 4.2421
H -0.0640 -5.2123 1.5071
C -2.2974 -3.0995 -2.7179
Cl -2.8854 -2.2366 -4.1443
Cl -0.6890 -2.5339 -2.2504
H -2.9890 -2.9297 -1.8891
H -2.2472 -4.1675 -2.9436
C -7.2199 1.2481 1.3566
Cl -5.8411 2.3544 1.3644
Cl -7.4289 0.4811 2.9355
H -8.1248 1.8093 1.1111
H -7.0506 0.4738 0.6044
C 1.6690 4.8289 -1.7399
Cl 2.1140 3.2128 -2.3013
Cl 0.6335 4.7427 -0.3097
H 2.5779 5.3808 -1.4882
H 1.1316 5.3473 -2.5376
C 4.1408 6.2050 1.6818
Cl 3.7891 6.6749 0.0143
Cl 3.1947 4.7892 2.1566
H 5.2039 5.9676 1.7678
H 3.8937 7.0370 2.3457
C -1.0464 -1.8057 -7.0918
Cl 0.7006 -2.0715 -7.0432
Cl -1.4368 -0.2929 -7.9190
H -1.5176 -2.6348 -7.6252
H -1.4280 -1.7606 -6.0689
C -2.3129 1.7084 -4.9213
Cl -0.6377 1.1588 -4.7923
Cl -2.9008 2.3260 -3.3727
H -2.3694 2.5054 -5.6667
H -2.9400 0.8688 -5.2307
C -6.3436 -0.1898 6.8699
Cl -5.4589 -0.9092 5.5191
Cl -8.0102 0.1823 6.4126
H -6.3527 -0.8946 7.7049
H -5.8429 0.7333 7.1718
C -1.0468 -6.0870 -8.2549
Cl -0.9645 -4.8894 -6.9572
Cl -2.7223 -6.4105 -8.7165
H -0.5052 -5.7070 -9.1245
H -0.5867 -7.0165 -7.9110
C 6.1458 3.3334 0.4209
Cl 4.8638 3.5390 -0.7788
Cl 7.6632 4.0449 -0.1416
H 5.8456 3.8241 1.3499
H 6.2979 2.2663 0.5998
C 4.4105 -1.5073 -6.8467
Cl 3.9302 -3.2083 -6.8165
Cl 6.1108 -1.3185 -6.4010
H 4.2611 -1.1133 -7.8548
H 3.7930 -0.9505 -6.1377
C -7.3506 -2.9615 -0.0107
Cl -5.6036 -3.2273 0.0379
Cl -7.7410 -1.4487 -0.8379
H -7.8218 -3.7905 -0.5441
H -7.7322 -2.9164 1.0122
C 3.2683 4.7611 6.3272
Cl 3.4428 6.4114 5.7180
Cl 4.2447 3.6284 5.3843
H 3.5948 4.7302 7.3695
H 2.2181 4.4665 6.2607
C 5.0848 -4.2214 -3.0467
Cl 5.8120 -5.3091 -1.8580
Cl 3.8338 -3.2152 -2.3066
H 5.8628 -3.5750 -3.4601
H 4.6363 -4.8164 -3.8459
C 4.8889 1.0907 8.5180
Cl 4.0763 -0.2236 7.6592
Cl 4.0599 2.6299 8.2559
H 4.8941 0.8670 9.5876
H 5.9156 1.1729 8.1533
```


Q: Which of these has the lowest F_max?
A: C21H47NO2SScSi2